[1]
# C36H39CrN5O

A molecular structure, C36H39CrN5O (ωB97M-V with the def2-TZVPD basis set, the Open Molecules 2025 dataset).

Summary:
- electronic energy (eV) = -75882.082
- energy relative to the best compared isomer or geometry (same formula, charge and spin) (kcal per mole) = 4.2
- ⟨S²⟩ = 4.02
- LUMO energy (spin up / spin down) (hartree) = 0.0753 / 0.0647
- multiplicity = 4
- net charge = -1

The geometry in XYZ format:
```
82
Properties=species:S:1:pos:R:3:forces:R:3
C -2.16297 -1.85215 -6.65969 -0.0043 0.0092 0.0059
H 7.58712 -1.51555 2.20603 -0.0025 0.0059 0.0069
N 0.51365 1.66922 -2.68985 0.0857 -0.1150 -0.1115
H -3.96652 -5.72310 -1.36215 0.0014 -0.0092 0.0078
H -0.51010 3.13424 4.72951 0.0125 -0.0055 0.0260
H 6.56569 -0.03376 0.48600 0.0216 -0.0163 0.0093
H 0.10354 5.24251 -1.98652 0.0315 0.0093 -0.0065
H -2.01252 2.18862 -3.60129 0.0219 0.0288 -0.0213
H -0.48101 6.06983 -0.55708 -0.0238 -0.0040 0.0222
C -1.43706 3.03751 -3.22783 -0.1365 0.0558 -0.0468
H -2.72047 2.15371 3.05224 -0.0240 0.0319 -0.0202
H -0.85288 -4.67720 1.38592 -0.0137 -0.0006 -0.0034
C -1.92479 -3.08768 -6.06660 0.0144 -0.0306 0.0267
H -1.76829 3.92930 -3.77909 0.0079 -0.0076 0.0105
C -3.11534 -5.11126 -1.08159 0.0107 -0.0137 0.0205
C 0.94485 -0.54569 5.68035 0.0645 0.0248 0.0077
C 5.69157 -1.92974 3.13872 -0.0519 -0.0046 0.0268
C -0.51336 -1.10294 -1.87826 -0.3037 0.4247 -0.2219
H -2.78476 -6.13246 0.78973 -0.0002 0.0000 -0.0039
H 2.80737 -0.04345 4.75716 0.0770 -0.0417 0.0132
C -0.97447 -3.51002 -0.39328 0.0100 0.0207 -0.0776
C -2.70435 -4.10003 -1.93509 0.0156 0.0473 0.0162
H 1.30351 -0.28919 6.67165 -0.0135 -0.0096 0.0000
C 1.40054 -0.74204 3.28913 -0.0340 0.1137 -0.0883
N 0.38831 2.18007 2.35952 0.1335 0.1493 -0.0306
H -0.89390 1.40047 4.90271 -0.0054 0.0739 -0.0211
C -1.57214 -2.06053 -3.88216 0.0821 0.0048 0.0694
C -0.04421 -0.36307 -0.95685 0.3342 -0.2284 0.4524
C -1.63554 -3.19084 -4.71567 -0.0685 -0.0735 -0.0838
C -2.11276 -0.71931 -5.85495 0.0176 -0.0200 0.0276
C -1.38775 -4.52174 0.45468 0.0197 0.0068 0.0234
C -0.79312 -1.27444 4.21232 -0.0290 -0.0250 0.0027
C -1.61717 -3.25878 -1.62348 0.0053 -0.0723 -0.0237
H 0.14219 4.08436 0.71110 0.0093 -0.0052 0.0073
H 4.14109 0.36728 0.47763 0.0027 -0.0076 0.0019
H 1.42788 4.43721 -0.22919 0.0008 -0.0114 -0.0377
C -0.94812 2.20727 2.16316 -0.1372 -0.0929 -0.0307
H 1.52823 1.61270 -2.66466 -0.0074 0.0334 -0.0378
H -2.30376 0.26091 -6.28042 -0.0119 -0.0039 -0.0305
C -1.75874 4.49590 -1.22171 -0.1462 0.0537 0.0083
C 1.80254 -0.41210 4.59551 0.0450 -0.0744 -0.0373
H -2.11111 2.64002 5.25881 -0.0132 -0.0160 0.0164
H 0.87529 1.76172 1.55605 -0.0392 -0.0730 0.0791
O -1.44321 2.13751 1.02348 -0.0098 0.0170 -0.2308
C 6.51991 -1.33073 2.20097 0.0266 -0.0007 -0.0356
H 0.15971 2.59418 -4.58960 -0.0309 -0.0241 0.0082
H -1.42899 -4.16831 -4.29623 0.0140 0.0363 0.0148
C -0.36973 5.07943 -1.01693 0.0405 -0.0022 -0.0288
C 0.03849 2.77653 -3.51462 0.0807 0.0573 -0.0517
C -0.35733 -0.99235 5.50512 -0.0171 -0.0273 0.0071
H -0.12402 -2.89564 -0.12405 -0.0142 0.0255 0.0239
H -2.38077 -1.77623 -7.71777 -0.0087 0.0026 -0.0031
N -1.76185 2.39470 3.23538 0.0735 -0.0049 -0.0485
C 4.58201 -0.27229 1.23327 -0.0033 0.0285 0.0759
C -1.20579 -2.13292 -2.46682 -0.0053 -0.2213 0.0173
H -1.02128 -1.11160 6.35251 -0.0021 -0.0014 0.0051
H 6.10954 -2.60275 3.87926 0.0076 0.0054 -0.0010
H 3.70582 -2.22248 3.84881 -0.0989 0.0314 0.0704
Cr -0.35407 1.68435 -0.77430 -0.3220 -0.0167 0.2796
C 4.32251 -1.70073 3.13061 0.0603 0.0567 -0.0251
C 0.05985 -1.14607 3.13145 0.0597 0.0339 -0.0167
H -2.25710 4.41155 -0.25300 0.0403 0.0045 0.0138
N -1.73666 3.15300 -1.79298 0.1676 -0.1224 0.0338
C 5.94552 -0.50557 1.24018 -0.0242 0.0145 -0.0167
C 3.72653 -0.85193 2.18569 -0.0149 -0.0202 -0.0995
C 2.27585 -0.61066 2.10851 -0.0079 0.0498 0.1281
H 0.63425 3.65685 -3.27200 0.0037 0.0228 0.0101
H -2.34658 5.19345 -1.83611 0.0101 -0.0123 -0.0187
H -2.61543 2.68907 -1.59560 -0.0045 0.0274 -0.0087
C -1.83225 -0.82685 -4.50315 0.0302 0.1173 -0.0355
H -1.80650 -1.62020 4.04133 -0.0070 0.0101 0.0148
C 1.68715 -0.31692 0.91397 -0.1087 -0.0193 -0.0461
N 0.45633 4.15690 -0.24991 0.0316 0.0388 0.0159
H 0.72783 1.86711 3.25627 0.0256 -0.0979 0.0599
H -3.25304 -3.93705 -2.85399 -0.0103 0.0053 0.0041
H -1.94652 -3.99109 -6.66689 -0.0048 0.0199 -0.0285
C -1.28513 2.37712 4.60125 0.0284 -0.0326 0.0907
H 0.16543 0.74852 -2.99740 0.0207 0.0440 -0.0285
C -2.46383 -5.33978 0.12484 -0.0164 0.0076 -0.0263
C 0.86078 0.06397 0.02597 0.0713 -0.0474 -0.0280
H -0.29510 -1.37069 2.13341 -0.0172 -0.0375 -0.0340
H -1.80848 0.06282 -3.88146 -0.0229 -0.0999 -0.0155
```
Positions in Å, forces in eV/Å.

[2]
# C36H39CsN4O2SSe2

A molecular structure, C36H39CsN4O2SSe2 (ωB97M-V with the def2-TZVPD basis set, the Open Molecules 2025 dataset).

Summary:
- electronic energy (eV) = -190094.716
- energy relative to the best compared isomer or geometry (same formula, charge and spin) (kcal per mole) = 54.6
- LUMO energy (hartree) = -0.0087
- net charge = 0

The geometry in XYZ format:
```
85
Properties=species:S:1:pos:R:3:forces:R:3
H -3.00873 3.08929 -0.70154 0.0097 -0.0095 -0.0011
H 0.63960 -4.69007 6.13295 -0.0009 -0.0041 0.0022
C -1.19514 -2.75705 7.01937 -0.0034 -0.0108 0.0068
C -4.44027 2.61178 2.50729 -0.0357 -0.0471 -0.0320
H 3.36054 3.58907 4.87315 -0.0049 0.0047 0.0030
C -1.64668 -0.23653 5.92815 0.0389 0.0129 -0.0096
C 1.07507 2.03313 2.85981 -0.0757 0.0340 0.0246
C -0.33047 -3.14255 -1.01590 -0.0176 -0.0269 -0.0396
H 2.42116 3.70576 2.60530 0.0022 0.0030 0.0095
C 0.67687 0.99636 3.80670 0.0061 -0.0712 -0.0410
H 3.23872 -0.36353 0.04380 0.0100 -0.0102 -0.0228
H -0.64449 -1.21068 -2.96328 0.0767 -0.0204 0.0639
H -1.97774 -1.93500 8.82913 -0.0012 -0.0001 0.0014
N -0.76034 -1.02198 3.79629 0.0006 0.0158 -0.0039
C -1.32165 -3.94927 -8.13270 0.0017 -0.0096 0.0064
H -1.03107 -3.73231 7.45394 -0.0023 0.0041 -0.0021
H -3.51294 -0.52097 -5.66601 0.0053 0.0158 -0.0129
C 3.07896 -3.70739 0.44040 -0.0071 -0.0019 -0.0053
H 0.96468 0.18718 5.80855 -0.0211 -0.0329 0.0164
Se -2.55869 2.25177 2.13001 -0.0804 0.1088 0.0783
C -1.85814 -4.57162 -2.21638 -0.0070 -0.0032 0.0054
H -2.27994 -3.60445 -4.89505 0.0134 -0.0071 -0.0153
C -1.58589 -4.29580 -6.81465 0.0000 -0.0005 -0.0152
C 1.80017 -3.91802 -0.04726 -0.0068 0.0104 0.0025
H -4.86789 1.63758 2.74436 -0.0168 -0.0027 -0.0158
C -1.73237 -1.73586 7.79430 -0.0080 0.0055 -0.0018
H -0.24145 0.05606 2.17917 0.1127 -0.0508 -0.0633
C -1.96444 -0.48027 7.25615 0.0077 -0.0081 0.0084
C -1.96972 4.10437 2.12699 -0.0455 -0.0368 -0.0244
H -0.97588 -4.69950 -8.83115 0.0022 0.0007 -0.0020
C -3.95761 3.24082 -1.21034 -0.0041 0.0161 -0.0053
H -0.90533 4.08097 1.91242 0.0293 0.0020 0.0177
H -2.39602 0.30466 7.86151 -0.0018 -0.0005 0.0002
H -0.53462 -1.95682 -4.50950 0.0052 -0.0070 0.0005
C -1.50588 -2.64007 -8.55253 -0.0070 0.0092 0.0043
H -3.90873 2.82718 -2.21280 0.0216 -0.0163 -0.0717
C 1.25287 0.96508 5.11668 -0.0423 0.0330 0.0092
H 4.57925 -2.22134 0.83436 0.0007 -0.0149 0.0077
C 2.18562 1.87333 5.48944 -0.0109 -0.0014 0.0062
H -1.00368 -5.20972 5.66376 -0.0012 -0.0030 0.0003
H -1.82052 0.73168 5.47422 0.0018 0.0060 0.0052
H -2.48895 4.66384 1.35114 0.0080 0.0038 -0.0035
C -2.20356 -2.02397 -6.33887 -0.0141 0.0064 0.0103
H -2.06166 -0.64438 -7.96731 0.0007 0.0010 0.0012
C -2.55260 -2.54927 -1.19259 0.0214 0.0429 -0.0273
H -2.05512 -5.46589 -2.79677 -0.0029 -0.0046 0.0010
C 1.03507 -2.83759 -0.50691 -0.0377 0.0108 0.0513
H -4.48139 3.21880 3.41436 0.0268 -0.0158 0.0216
H -6.25877 3.45654 1.74937 -0.0095 -0.0188 -0.0045
Se -5.36911 2.29586 -0.27055 0.0314 -0.0123 0.0229
H -1.45362 -5.31828 -6.48595 0.0003 -0.0008 0.0072
C 2.79490 -1.35908 -0.00493 -0.0308 0.0538 -0.0206
H -3.89893 -3.84604 -2.24408 -0.0045 -0.0056 -0.0055
C 3.57937 -2.41101 0.45642 -0.0036 0.0164 0.0172
H -2.15027 4.55698 3.09958 0.0174 -0.0069 0.0037
C -2.04099 -3.34077 -5.91879 -0.0077 0.0209 0.0153
O -0.35652 -3.41993 4.82778 -0.0033 -0.0074 0.0035
C -0.86967 -2.51181 5.69183 0.0214 -0.0009 0.0083
C -0.12614 0.01041 3.25317 0.0408 -0.0231 0.0293
H 1.38860 -4.92342 -0.04239 0.0072 -0.0092 0.0009
C -5.23807 3.28908 1.40273 0.0439 0.0118 0.0457
H 3.67132 -4.53686 0.80772 0.0012 -0.0009 0.0023
C -2.14759 -0.71748 -4.23019 -0.0065 -0.0206 0.0669
C 2.09698 2.95086 3.31009 -0.0014 0.0126 -0.0089
N -0.97229 -1.27415 -3.91324 -0.0199 -0.0340 0.0218
H 0.24092 -4.96292 -2.00514 0.0007 -0.0081 0.0068
C 2.60527 2.87626 4.56258 0.0038 -0.0136 -0.0109
N -1.32291 -2.27369 -0.75602 0.0115 0.0440 0.0509
C -0.08851 -4.72265 5.31951 0.0051 -0.0021 -0.0027
S -2.95095 0.35733 -3.21586 0.0304 0.0164 -0.0617
H 0.32724 -5.27636 4.48339 0.0008 -0.0022 0.0000
C 1.48815 -1.50053 -0.51168 0.0384 -0.1946 -0.0380
N -2.67792 -1.03388 -5.43498 -0.0081 -0.0199 -0.0129
C -0.58031 -4.30068 -1.76781 0.0199 0.0297 0.0072
H 2.63034 1.83373 6.47406 0.0028 -0.0118 -0.0012
H -4.19596 4.30081 -1.26939 -0.0142 -0.0007 0.0091
C -1.07888 -1.23655 5.15972 0.0085 0.0031 0.0018
C -2.88064 -3.68088 -1.91922 -0.0115 -0.0007 0.0070
C -1.93610 -1.67347 -7.65554 0.0137 -0.0122 -0.0177
H -1.30238 -2.36498 -9.57897 0.0003 -0.0009 -0.0008
H -4.82550 4.26650 1.15287 0.0039 0.0110 0.0155
O 0.54598 2.14530 1.73257 0.0738 0.0666 0.0461
H -3.31279 -1.80921 -0.96633 -0.0043 -0.0115 0.0173
H -1.05538 -1.74559 3.15618 -0.0214 0.0054 -0.0128
Cs -0.35708 0.88888 -0.70263 -0.1770 0.1975 -0.1578
```
Positions in Å, forces in eV/Å.

Which value of net charge does entry 1 give?
-1

Among the records above, which one has the highest energy relative to the best compared isomer or geometry (same formula, charge and spin)?
C36H39CsN4O2SSe2

Number 1 is which compound?
C36H39CrN5O